[1]
Density functional theory data (wB97M-V/def2-TZVPD) for a structure of composition C38H30FN4O2PV.

The geometry in ORCA input format:
```
! RIJCOSX wB97M-V def2-TZVPD def2/J DEFGRID3
* xyz 3 1
V -0.281 -1.604 -0.259
N 1.101 -2.205 2.502
P -0.335 -1.430 2.184
C -1.614 -2.196 3.120
C -1.743 -3.595 3.061
C -2.698 -4.218 3.836
C -3.529 -3.459 4.659
C -3.400 -2.077 4.721
C -2.442 -1.435 3.954
C -0.218 0.330 2.349
C 1.005 0.914 2.700
C 1.090 2.291 2.805
C -0.027 3.079 2.554
C -1.240 2.499 2.195
C -1.344 1.125 2.083
C 2.094 -2.224 1.533
C 3.411 -2.544 1.822
C 4.333 -2.529 0.795
C 3.931 -2.179 -0.495
C 2.616 -1.870 -0.710
N 1.689 -1.907 0.287
H 1.317 -2.546 3.431
H -1.085 -4.186 2.434
H -2.797 -5.295 3.813
H -4.276 -3.954 5.266
H -4.037 -1.501 5.377
H -2.325 -0.362 4.028
H 1.875 0.305 2.910
H 2.026 2.752 3.091
H 0.047 4.155 2.637
H -2.106 3.123 2.015
H -2.290 0.675 1.807
H 3.699 -2.788 2.836
H 5.368 -2.775 0.997
H 4.632 -2.138 -1.315
H 2.263 -1.578 -1.689
O -1.775 -0.454 -0.614
C -0.966 0.444 -1.112
N -1.142 1.654 -1.531
C 0.169 2.252 -1.939
C 1.129 1.068 -1.630
O 2.302 1.000 -1.774
N 0.305 -0.008 -1.154
C 0.453 3.472 -1.070
C 1.685 3.687 -0.464
C 1.913 4.863 0.243
C 0.916 5.819 0.356
C -0.318 5.604 -0.248
C -0.543 4.442 -0.966
C 0.193 2.530 -3.437
C -0.478 1.683 -4.317
C -0.413 1.909 -5.683
C 0.332 2.972 -6.174
C 1.010 3.808 -5.299
C 0.943 3.590 -3.931
H -2.032 2.130 -1.596
H 2.490 2.974 -0.569
H 2.884 5.038 0.686
H 1.103 6.740 0.892
H -1.092 6.357 -0.188
H -1.489 4.325 -1.484
H -1.072 0.851 -3.953
H -0.949 1.260 -6.363
H 0.379 3.152 -7.240
H 1.588 4.638 -5.680
H 1.471 4.252 -3.257
F -2.504 -6.616 -1.655
C -1.833 -5.520 -1.431
C -0.571 -5.387 -2.051
C 0.165 -4.256 -1.837
C -0.391 -3.267 -1.005
C -1.643 -3.417 -0.385
C -2.391 -4.561 -0.599
H -0.217 -6.192 -2.683
H 1.136 -4.125 -2.297
H -2.091 -2.649 0.267
H -3.366 -4.717 -0.159
*
```

Results
largest force on an atom: 0.09 eV/Å
LUMO: -11.13 eV
frontier orbital gap: 4.73 eV
E: -3219.8592 Ha

These are the Mulliken partial charges, in e, on atoms 1 to 2:
1 V -0.5805
2 N 0.0921

[2]
Density functional theory data (wB97M-V/def2-TZVPD) for the molecule C11H17Cl2N.

The geometry in ORCA input format:
```
! RIJCOSX wB97M-V def2-TZVPD def2/J DEFGRID3
* xyz 0 1
C -2.331 0.437 2.020
C -1.067 0.777 1.740
C -2.552 -0.509 -0.257
C -3.320 -0.100 0.998
C -0.630 0.763 0.357
C 0.606 -1.834 1.133
C 0.816 1.069 -2.285
C 2.803 -0.124 -1.612
C 1.447 -0.487 1.118
C 0.972 0.506 0.119
C 1.289 -0.007 -1.307
N -1.399 -0.051 -0.533
Cl -3.362 -1.346 -1.545
Cl -1.009 2.617 -0.062
H -2.895 0.490 2.873
H -0.288 1.185 2.328
H -3.929 -0.939 1.269
H -3.903 0.920 0.815
H 0.826 -2.532 1.901
H 0.881 -2.320 0.306
H -0.522 -1.726 1.255
H 1.459 1.858 -2.620
H 0.507 0.640 -3.323
H -0.164 1.523 -1.955
H 3.435 0.727 -1.485
H 3.169 -0.753 -0.843
H 3.030 -0.510 -2.553
H 2.580 -0.533 0.879
H 1.266 -0.255 2.193
H 1.613 1.342 0.392
H 0.671 -0.828 -1.314
*
```

Results
largest force on an atom: 5.14 eV/Å
structure (SMILES): CC[C@@H](C(C)C)[C@]1(Cl)C=CCC(Cl)=N1
LUMO: 0.11 eV
frontier orbital gap: 9.64 eV
E: -1404.3596 Ha

These are the Mulliken partial charges, in e, on atoms 1 to 2:
1 C -1.0677
2 C -0.7189

[3]
Density functional theory data (wB97M-V/def2-TZVPD) for the ion C5H6NO with charge +1.

The geometry in ORCA input format:
```
! RIJCOSX wB97M-V def2-TZVPD def2/J DEFGRID3
* xyz 1 1
C -0.248 -0.435 0.785
C 0.562 0.712 0.362
C -1.205 0.682 -0.953
C 2.269 0.414 0.755
C -1.316 -0.474 -0.036
N -0.031 1.362 -0.670
O 1.475 1.370 1.214
H -0.031 -1.091 1.607
H -1.223 0.464 -2.037
H -2.046 1.393 -0.882
H 2.382 -0.521 1.299
H 2.961 0.660 -0.054
H -2.138 -1.165 -0.038
*
```

Results
largest force on an atom: 3.45 eV/Å
LUMO (spin up / spin down): -7.63 / -7.63 eV
frontier orbital gap (spin up / spin down): 7.36 / 7.36 eV
E: -323.6837 Ha

These are the Mulliken partial charges, in e, on atoms 1 to 2:
1 C -0.3249
2 C 0.5084

[4]
Density functional theory data (wB97M-V/def2-TZVPD) for a structure of composition C22H41Cl3CuN3O4Si.

The geometry in ORCA input format:
```
! RIJCOSX wB97M-V def2-TZVPD def2/J DEFGRID3
* xyz -1 2
C 2.372 -2.440 -1.337
C 2.229 -1.582 -2.541
H 1.697 -3.303 -1.399
H 2.178 -1.915 -0.400
H 3.388 -2.848 -1.274
C 2.270 -2.129 -3.767
C 2.429 -3.592 -4.029
H 2.225 -1.491 -4.661
H 1.691 -4.197 -3.457
H 3.461 -3.968 -3.829
H 2.223 -3.718 -5.104
Cu 2.265 1.090 0.299
Cl 1.871 -0.638 1.684
Cl 3.544 2.567 -0.616
C 1.044 3.548 1.339
O 0.927 2.296 1.276
N 0.040 4.260 1.844
C -1.243 3.603 2.066
C 0.116 5.685 2.114
H 1.953 4.087 1.015
H -1.133 2.691 2.674
H -1.748 3.344 1.117
H -1.872 4.331 2.589
H 0.981 5.898 2.751
H -0.816 5.968 2.610
H 0.210 6.269 1.189
H -0.194 -3.948 4.335
H -0.742 -3.438 1.664
C -1.188 -4.439 4.285
C -1.675 -3.976 1.909
N -2.036 -3.788 3.299
H -1.682 -4.368 5.271
C -2.617 -2.590 3.651
O -3.222 -1.844 2.886
H -2.484 -3.616 1.269
H -2.617 -2.451 4.751
H -1.055 -5.496 4.002
H -1.519 -5.044 1.740
O 1.629 0.285 -1.179
C 2.145 -0.054 -2.402
C 0.441 0.187 -4.335
C 1.469 0.711 -3.543
H 0.029 -0.809 -4.130
C -0.083 0.955 -5.387
H 3.170 0.346 -2.328
C 1.834 2.053 -3.681
H -0.906 0.550 -5.997
C 0.406 2.244 -5.628
C 1.349 2.801 -4.753
H 2.490 2.491 -2.915
H 0.006 2.841 -6.459
H 1.669 3.840 -4.886
Si -1.614 -0.279 -1.420
Cl -0.820 -2.080 -2.141
C -2.799 0.103 -2.809
C -0.996 1.611 -1.518
C -1.409 -0.618 0.384
H -2.882 1.173 -3.050
H -3.746 -0.272 -2.414
H -2.488 -0.423 -3.728
H -2.118 -1.378 0.705
H -1.529 0.254 1.065
H -0.393 -1.009 0.623
H -0.457 1.885 -2.448
H -0.427 1.936 -0.638
H -1.967 2.160 -1.474
C -1.025 -0.029 5.908
C -0.410 -0.504 4.628
N 0.533 0.311 4.132
O -0.719 -1.552 4.012
H -0.294 -0.061 6.733
H -1.903 -0.636 6.153
H -1.327 1.025 5.836
H 0.976 0.009 3.242
H 0.891 1.114 4.628
*
```

Results
largest force on an atom: 4.01 eV/Å
LUMO (spin up / spin down): 2.25 / 2.25 eV
frontier orbital gap (spin up / spin down): 7.42 / 7.32 eV
E: -4638.8065 Ha

These are the Mulliken partial charges, in e, on atoms 1 to 2:
1 C -1.0646
2 C 0.1326

Which of these has the highest largest force on an atom? C11H17Cl2N